{"formula": "C4H8N3", "method": "wB97M-V/def2-TZVPD", "energy_ha": -321.12401, "e_above_lowest_kcal_mol": 105.0, "mol_weight_g_mol": 98.1, "smiles": "[H]/N=N/C(=[NH2+])C(=C)C", "fmax_ev_per_a": 2.83, "orbital_gap_ev": 8.90, "total_charge": 1, "lumo_energy_ev": -5.436, "elements": ["H", "N", "N", "C", "N", "C", "C", "C", "H", "H", "H", "H", "H", "H", "H"], "coordinates": [[3.312, 1.252, -0.822], [2.826, 0.882, 0.061], [2.104, 0.012, -0.320], [0.955, -0.561, 0.176], [0.781, -1.836, 0.169], [-0.146, 0.432, 0.101], [0.135, 1.696, 0.405], [-1.452, -0.083, -0.396], [-0.171, -2.239, 0.088], [1.522, -2.525, 0.197], [-0.757, 2.371, 0.564], [1.202, 1.993, 0.611], [-1.298, -0.937, -1.101], [-1.909, 0.860, -0.801], [-2.021, -0.409, 0.484]], "forces_ev_per_a": [[-0.11, -0.47, 1.33], [1.68, 1.57, -0.38], [-1.28, -2.11, -0.75], [0.96, 2.27, -1.40], [-1.22, -1.82, 0.36], [0.78, -0.84, -0.01], [-0.39, 0.62, 0.83], [-0.34, 0.80, 0.49], [0.91, 0.58, 0.33], [0.18, 0.30, -0.04], [1.50, -0.40, -0.41], [-1.63, 0.16, 0.03], [-0.53, 1.05, 0.21], [-0.20, -1.56, -0.14], [-0.29, -0.14, -0.43]]}